{"formula": "C14H21BO4S2", "method": "the ωB97M-V functional and the def2-TZVPD basis", "symbols": ["C", "C", "C", "C", "C", "B", "O", "C", "C", "C", "C", "O", "C", "O", "O", "H", "H", "H", "H", "H", "H", "H", "H", "H", "H", "H", "H", "H", "H", "C", "C", "S", "C", "S", "C", "H", "H", "H", "H", "H", "H", "H"], "positions_angstrom": [[-4.2151, 5.5430, 2.7636], [-4.1585, 4.0966, 2.6346], [-5.0108, 3.0872, 3.0509], [-4.4030, 1.8711, 2.6247], [-3.2197, 2.1964, 1.9749], [-2.0694, 1.3141, 1.2632], [-0.7824, 1.5534, 1.9682], [0.2154, 0.7625, 1.3632], [-0.3741, -0.0986, 0.2069], [0.6657, -0.9676, -0.4411], [-1.0134, 0.9043, -0.7987], [-1.9992, 1.6939, -0.1726], [-1.5409, -0.9388, 0.8149], [-2.5062, -0.1045, 1.4184], [-3.0729, 3.5607, 1.9827], [-5.1266, 5.8150, 3.2992], [-3.3648, 5.9309, 3.3372], [-4.2465, 6.0349, 1.7839], [-5.9492, 3.1973, 3.5909], [-4.7727, 0.8632, 2.7671], [1.0089, 1.4219, 0.9665], [0.6664, 0.1054, 2.1284], [0.2089, -1.5491, -1.2491], [1.4861, -0.3808, -0.8690], [1.0907, -1.6510, 0.3019], [-0.2294, 1.5650, -1.2121], [-1.4743, 0.3526, -1.6377], [-2.0311, -1.5320, 0.0211], [-1.1460, -1.6342, 1.5783], [5.3962, -3.4567, -3.2976], [4.0458, -3.4775, -3.9853], [2.8497, -2.1997, -3.4294], [2.8222, -2.4742, -1.7680], [4.2764, -2.3629, -0.9238], [5.2938, -3.6197, -1.7945], [5.9777, -4.3068, -3.6839], [5.9089, -2.5178, -3.5286], [4.1600, -3.2752, -5.0567], [3.5766, -4.4540, -3.8395], [1.8999, -2.7493, -1.2610], [4.8749, -4.6020, -1.5612], [6.2819, -3.5171, -1.3311]], "lumo_energy_ev": -4.6, "e_above_lowest_ev": 0.000, "total_charge": 0, "spin_multiplicity": 1}